# 1
Computed, not measured: a structure of composition C37H28N5O2PS4Ti, with wB97M-V/def2-TZVPD.

Output
Spin multiplicity = 2
Strongest force on any atom = 0.022 Eh/bohr
Energy relative to the best compared isomer or geometry (same formula, charge and spin) = 0.0 kcal/mol
Charge = +1
E_tot = -126113.52055 eV
LUMO level (alpha / beta) = -3.26 / -3.37 eV
Frontier orbital gap (alpha / beta) = 7.3 / 7.2 eV

Each line ends with the Löwdin charge.
Positions of all 78 atoms, in Å:
Ti -0.514865 0.531474 -0.318632  0.730
S 1.051010 1.427971 6.784232  1.071
C 1.798128 2.939705 7.041511  -0.396
C 1.894363 3.658968 5.891123  -0.171
C 1.370034 2.969222 4.774526  -0.110
C 0.876894 1.729102 5.088746  -0.478
C 0.264225 0.747130 4.203297  -0.172
C 0.294560 0.935871 2.809872  -0.084
N -0.234528 0.090852 1.951536  -0.004
C -0.858080 -1.013209 2.406690  -0.147
C -0.973097 -1.285354 3.778070  -0.116
C -1.684774 -2.457772 4.193331  0.003
C -2.240144 -3.288125 3.284566  0.001
C -2.139356 -3.027145 1.878615  -0.116
C -2.691154 -3.871450 0.910188  0.077
C -2.567024 -3.562660 -0.431988  -0.171
C -1.886547 -2.373149 -0.752083  -0.075
N -1.342074 -1.565515 0.134906  0.064
C -1.445820 -1.887533 1.444833  -0.131
C -3.116890 -4.408137 -1.483766  -0.477
C -3.958989 -5.480818 -1.350942  -0.111
C -4.294124 -6.084752 -2.583514  -0.169
C -3.704783 -5.469837 -3.644065  -0.393
S -2.744864 -4.144997 -3.155392  1.067
C -0.385431 -0.383239 4.670186  0.052
H 2.119353 3.222018 8.030263  0.073
H 2.325051 4.647627 5.842810  0.109
H 1.348778 3.393904 3.781038  0.110
H 0.746778 1.826960 2.395447  0.105
H -1.769102 -2.660736 5.253072  0.125
H -2.778375 -4.172175 3.601386  0.124
H -3.208637 -4.767691 1.225607  0.129
H -1.801496 -2.081957 -1.791789  0.078
H -4.342778 -5.827816 -0.402681  0.112
H -4.947228 -6.938801 -2.680234  0.111
H -3.787868 -5.720690 -4.688519  0.073
H -0.465282 -0.569356 5.734448  0.111
N 1.404149 -2.146088 -1.240052  0.151
C 2.219242 -1.248404 -0.602084  -0.343
C 3.546645 -1.585493 -0.295755  -0.004
C 4.349632 -0.669173 0.333296  -0.044
C 3.833004 0.585214 0.647459  -0.052
C 2.521801 0.841350 0.338468  -0.167
N 1.704330 -0.055352 -0.250743  0.020
H 1.873978 -2.941239 -1.641767  0.110
H 0.719121 -1.726470 -1.853969  0.058
H 3.922333 -2.558929 -0.579771  0.118
H 5.377595 -0.914180 0.564426  0.119
H 4.440027 1.343625 1.118715  0.112
H 2.081854 1.804459 0.558937  0.052
S -2.153236 2.144972 1.008120  0.364
P -1.567210 3.530246 -0.333271  0.222
S 0.216802 2.854356 -1.050973  0.369
C -2.764655 3.703498 -1.674880  -0.403
C -2.356398 4.271996 -2.879161  -0.086
C -3.275636 4.441903 -3.900275  -0.065
C -4.597519 4.053790 -3.719286  -0.067
C -5.000829 3.490435 -2.518258  -0.066
C -4.084045 3.309212 -1.492906  -0.108
C -1.355364 5.190977 0.338256  -0.372
C -2.494619 5.934834 0.639989  -0.074
C -2.360786 7.205811 1.172974  -0.065
C -1.097024 7.734170 1.398166  -0.068
C 0.036224 6.994068 1.095614  -0.071
C -0.088664 5.716554 0.569741  -0.103
H -1.323352 4.566078 -3.019377  0.100
H -2.960994 4.875404 -4.840142  0.109
H -5.313629 4.186818 -4.519303  0.109
H -6.028721 3.183419 -2.379212  0.109
H -4.384239 2.844897 -0.562226  0.081
H -3.479149 5.525964 0.448041  0.111
H -3.242524 7.787564 1.405078  0.111
H -0.996330 8.731082 1.806240  0.110
H 1.020232 7.411742 1.261905  0.108
H 0.788890 5.134401 0.322588  0.067
O -2.134072 0.633740 -1.734354  -0.208
N -1.488371 0.197428 -2.706237  -0.102
O -0.315662 -0.125768 -2.346207  -0.243

Cartesian forces, eV/Å:
0.2 0.7 0.9
0.1 0.0 -0.2
-0.1 0.0 0.0
0.1 0.1 0.1
-0.1 -0.1 -0.1
0.1 0.2 0.3
-0.2 -0.3 0.0
0.0 0.0 0.1
0.1 0.2 -0.5
0.0 0.1 0.2
0.1 0.0 -0.3
-0.1 -0.1 0.0
0.0 0.0 0.2
0.2 0.1 -0.1
0.0 0.1 -0.2
0.1 0.1 0.3
0.0 0.0 0.0
-0.1 0.3 -0.1
-0.2 -0.2 0.0
-0.1 -0.2 -0.4
0.1 0.1 0.1
0.0 -0.1 -0.1
0.0 0.1 0.0
0.0 -0.1 0.2
0.1 0.2 0.0
0.0 0.0 0.0
0.0 0.0 0.0
0.0 0.0 0.0
0.0 0.0 0.0
0.0 0.0 0.0
0.0 0.0 0.0
0.0 0.0 0.0
0.0 0.0 0.0
0.0 0.0 0.0
0.0 0.0 0.0
0.0 0.0 0.0
0.0 0.0 0.0
0.0 0.1 0.0
0.0 0.1 0.1
0.0 0.0 0.0
0.0 -0.1 0.0
0.0 0.2 0.1
0.2 -0.1 0.1
-0.3 -0.1 -0.1
0.0 0.0 0.0
0.0 -0.1 0.0
0.0 0.0 0.0
0.0 0.0 0.0
0.0 0.0 0.0
0.0 0.0 0.0
0.0 -0.1 -0.2
0.3 -0.3 -0.3
-0.1 -0.4 0.0
0.1 0.0 0.1
0.0 0.0 0.0
0.0 0.0 0.0
0.0 0.0 0.0
0.0 0.0 0.0
0.0 0.0 0.0
0.0 -0.2 0.1
0.0 0.0 0.0
-0.1 0.0 0.0
0.0 0.0 0.0
0.0 0.0 0.0
-0.1 0.0 0.0
0.0 0.0 0.0
0.0 0.0 0.0
0.0 0.0 0.0
0.0 0.0 0.0
0.0 0.0 0.0
0.0 0.0 0.0
0.0 0.0 0.0
0.0 0.0 0.0
0.0 0.0 0.0
0.0 0.0 0.0
0.1 -0.2 -0.2
-0.2 0.1 0.0
0.0 0.0 0.1

# 2
Computed, not measured: a cluster of 2 separate species, CH3IO2S in total, with wB97M-V/def2-TZVPD.

Output
Spin multiplicity = 1
Strongest force on any atom = 0.055 Eh/bohr
Energy relative to the best compared isomer or geometry (same formula, charge and spin) = 38.3 kcal/mol
E_tot = -24113.86126 eV
LUMO level (alpha / beta) = -2.35 / -3.64 eV
Frontier orbital gap (alpha / beta) = 8.3 / 6.1 eV

Each line ends with the Löwdin charge.
Positions of all 8 atoms, in Å:
C -0.326491 0.609349 -0.359838  -0.153
O -1.655363 -1.710305 -0.477136  -0.408
O 0.064826 -1.369356 1.406599  -0.422
S -0.314369 -1.278460 -0.021668  0.794
I 3.241715 1.227724 0.737309  0.184
H -0.880224 0.706065 -1.322754  0.070
H -0.853798 1.007207 0.461739  0.039
H 0.723704 0.807779 -0.424249  -0.104

Cartesian forces, eV/Å:
-0.2 -2.1 -1.9
1.5 0.1 0.5
-0.3 -0.1 -1.5
-1.6 1.0 1.0
0.2 0.0 0.1
0.6 0.0 0.8
-0.4 0.5 1.0
0.2 0.6 0.0

# 3
Computed, not measured: a structure of composition C25H49NNiOP3, with wB97M-V/def2-TZVPD.

Output
Spin multiplicity = 3
Strongest force on any atom = 0.088 Eh/bohr
Energy relative to the best compared isomer or geometry (same formula, charge and spin) = 43.4 kcal/mol
Charge = +1
E_tot = -99158.05220 eV
LUMO level (alpha / beta) = -2.06 / -3.00 eV
Frontier orbital gap (alpha / beta) = 7.8 / 7.7 eV

Each line ends with the Löwdin charge.
Positions of all 80 atoms, in Å:
Ni 1.031783 -0.457990 -0.055814  0.111
P -0.646506 -1.858948 -1.347598  1.043
P -0.679629 2.021107 0.310249  1.068
N 0.426492 0.591072 -1.880424  -0.214
C 0.848183 -1.781093 -2.445981  -0.324
H 1.743887 -2.091810 -1.864575  0.077
H 0.777837 -2.454348 -3.311835  0.075
C 1.015500 -0.319156 -2.908862  -0.245
H 2.086688 -0.082912 -2.942523  0.110
H 0.578157 -0.121907 -3.917616  0.130
C 1.143640 1.890452 -1.815235  -0.257
H 0.784797 2.584282 -2.617834  0.132
H 2.198162 1.676515 -1.992007  0.106
C 0.996511 2.466010 -0.397297  -0.320
H 1.166925 3.553883 -0.416951  0.083
H 1.792391 2.034841 0.245429  0.063
C -0.492985 2.903423 1.958493  -0.544
C -0.081438 1.916728 3.056744  -0.125
H 0.942132 1.544058 2.915852  0.049
H -0.764796 1.056061 3.114789  0.073
H -0.113540 2.439489 4.023641  0.084
C -1.653503 3.265859 -0.695394  -0.555
C -3.144167 3.300762 -0.315787  -0.127
H -3.714642 3.551997 -1.221353  0.093
H -3.357089 4.080307 0.426910  0.071
H -3.538215 2.351842 0.065133  0.056
C -1.982945 -1.958936 -2.683538  -0.515
C -3.309521 -2.481853 -2.130276  -0.114
H -4.090715 -2.219393 -2.858856  0.094
H -3.583449 -2.011368 -1.179436  0.059
H -3.319855 -3.575239 -2.023133  0.073
C -0.610887 -3.559571 -0.615022  -0.550
C -1.755750 -3.717961 0.399035  -0.119
H -1.419661 -4.391403 1.198993  0.083
H -2.640633 -4.173591 -0.065526  0.072
H -2.055389 -2.765699 0.860409  0.064
C -2.379150 0.700813 -1.256551  -0.268
C -1.064661 4.682127 -0.731664  -0.108
H -0.562082 4.961043 0.202641  0.066
H -0.357572 4.803621 -1.564291  0.077
H -1.883020 5.392983 -0.909672  0.089
C -1.629818 -2.687623 -3.982427  -0.102
H -2.539186 -2.730879 -4.597567  0.092
H -0.874590 -2.146965 -4.565873  0.070
H -1.295045 -3.717966 -3.816747  0.063
C -0.565961 -4.716162 -1.608265  -0.108
H -0.354486 -5.624750 -1.026979  0.089
H -1.525645 -4.879137 -2.117439  0.070
H 0.233609 -4.604925 -2.351400  0.076
C -1.708213 3.712029 2.415236  -0.113
H -2.625419 3.108395 2.409463  0.086
H -1.523880 4.027852 3.450705  0.083
H -1.868544 4.622034 1.827305  0.063
H 0.346913 3.594490 1.779969  0.100
H 0.345003 -3.555525 -0.060880  0.061
H -1.577998 2.875371 -1.725901  0.071
H -2.143770 -0.902359 -2.959745  0.068
O -3.251703 0.133264 -0.676037  0.028
H -0.659435 0.805611 -2.166450  0.092
H -2.333387 1.071938 -2.367836  0.114
C 2.472909 -2.850247 1.233034  -0.231
P 1.561948 -1.352259 1.657554  0.795
C 0.466568 -1.775831 3.009662  -0.220
C 2.862663 -0.221843 2.275181  -0.381
C 3.055323 -0.011372 3.637731  -0.097
C 4.032596 0.894358 4.062055  -0.059
C 4.817335 1.561449 3.114042  -0.065
C 4.637893 1.336669 1.745109  -0.069
C 3.662465 0.436035 1.327086  -0.124
H 1.865794 -3.722999 1.489269  0.047
H 3.417008 -2.844546 1.787552  0.062
H 2.677015 -2.848314 0.156479  0.034
H 0.739359 -2.760503 3.406707  0.063
H -0.563095 -1.811860 2.632738  0.043
H 0.521651 -1.015707 3.795659  0.036
H 2.455931 -0.564329 4.372985  0.107
H 4.177700 1.067365 5.128971  0.113
H 5.589912 2.262635 3.441461  0.113
H 5.255014 1.851562 1.004884  0.114
H 3.514280 0.238967 0.249439  0.099

Cartesian forces, eV/Å:
-3.0 1.9 -2.8
0.0 -1.2 -0.2
0.2 1.1 0.6
-1.1 0.7 -1.5
0.2 -0.3 -0.3
-0.4 0.2 -0.2
0.1 0.1 0.3
-0.2 0.2 -0.3
-0.3 0.0 -0.3
0.3 -0.3 0.6
-0.4 0.4 -0.2
0.3 -0.4 0.7
0.0 0.1 -0.2
0.2 -0.1 -0.2
-0.1 -0.4 0.1
-0.4 0.1 -0.2
0.3 0.2 -0.2
0.1 0.0 0.1
-0.3 0.0 0.0
0.1 0.2 -0.1
0.1 -0.2 -0.2
0.1 0.0 0.1
-0.4 0.2 -0.2
0.0 0.0 0.3
0.1 -0.3 -0.3
0.1 0.3 0.0
0.1 0.4 0.2
-0.4 0.1 -0.1
0.1 -0.2 0.2
0.1 -0.3 -0.2
0.1 0.4 0.0
0.1 0.3 -0.4
0.1 -0.3 0.3
-0.2 0.1 -0.1
0.3 0.2 0.2
0.1 -0.2 -0.1
-1.6 -1.4 0.9
-0.1 0.3 -0.3
-0.1 0.0 -0.3
-0.1 0.0 0.3
0.3 0.0 0.1
0.0 0.0 -0.2
0.2 0.0 0.1
-0.1 -0.2 0.1
-0.1 0.4 -0.1
0.1 -0.5 0.4
0.0 0.0 -0.3
0.3 0.1 0.2
-0.2 0.0 0.1
0.0 0.0 0.3
0.2 0.2 0.0
-0.1 0.0 -0.2
0.0 -0.3 0.1
-0.2 0.0 0.3
-0.3 0.0 -0.2
0.0 0.2 0.2
0.0 -0.3 0.0
1.3 1.3 -1.5
3.9 -0.9 1.3
-0.9 -0.3 0.7
0.4 -0.5 0.2
1.5 -0.1 1.2
-0.4 -0.2 0.4
-0.1 -0.4 0.2
0.3 0.2 0.2
0.0 -0.1 -0.3
0.0 0.1 0.1
0.0 -0.1 0.1
-0.2 0.0 0.1
0.3 0.0 -0.1
-0.1 -0.4 -0.1
0.1 -0.1 0.3
-0.1 0.3 0.1
0.2 0.0 0.1
-0.1 -0.2 -0.1
0.3 0.4 -0.3
0.0 0.0 -0.3
-0.3 -0.2 -0.1
-0.2 -0.1 0.3
0.1 0.1 0.5